50
Properties=species:S:1:pos:R:3:mulliken_charge:R:1 method="wB97M-V/def2-TZVPD" homo_lumo_gap_ev=6.744 total_charge=-1
C 0.216 -2.679 1.232 0.055
C -0.421 -1.934 0.517 -0.854
P -1.409 -0.693 -0.523 0.721
O -1.979 0.084 0.930 -0.546
C -3.107 -0.600 1.429 -0.498
C -3.818 -1.013 0.169 0.439
C -5.188 -1.623 0.257 -0.793
O -5.253 -2.607 1.280 -0.181
O -6.538 -3.226 1.199 -0.424
O -2.851 -1.727 -0.534 -0.606
H 1.016 -3.150 1.750 0.393
H -0.213 0.118 -0.538 -0.309
H -0.930 -1.383 -1.705 0.051
H -2.053 0.265 -1.369 -0.185
H -3.687 0.005 2.133 0.341
H -2.747 -1.475 1.983 0.282
H -3.987 -0.059 -0.364 0.068
H -5.440 -2.084 -0.700 0.330
H -5.910 -0.820 0.455 0.432
H -7.134 -2.505 1.455 0.325
C -0.446 3.876 -3.306 -0.869
C -1.842 3.304 -3.396 0.830
O -2.294 2.601 -2.528 -0.500
C -2.646 3.656 -4.633 -1.208
H 0.030 3.543 -2.389 0.094
H 0.154 3.544 -4.156 0.328
H -0.486 4.968 -3.319 0.328
H -2.127 3.308 -5.528 0.328
H -2.767 4.739 -4.706 0.330
H -3.624 3.184 -4.576 0.302
C 5.673 -2.677 2.556 -1.096
C 4.237 -2.902 2.977 0.761
O 3.341 -2.938 2.173 -0.484
C 3.983 -3.074 4.457 -1.063
H 5.721 -2.567 1.475 0.287
H 6.067 -1.776 3.030 0.324
H 6.291 -3.523 2.863 0.320
H 4.315 -2.187 5.000 0.314
H 4.537 -3.935 4.836 0.328
H 2.920 -3.223 4.626 0.279
C 2.016 1.809 0.324 -1.115
C 2.810 2.400 -0.806 0.920
O 2.406 3.302 -1.506 -0.558
C 4.176 1.791 -1.043 -1.161
H 1.049 2.299 0.408 0.268
H 1.845 0.745 0.144 0.293
H 2.565 1.927 1.261 0.415
H 4.072 0.727 -1.259 0.328
H 4.793 1.900 -0.149 0.324
H 4.660 2.288 -1.881 0.312